(1)
42
Properties=species:S:1:pos:R:3:forces:R:3 method="wB97M-V/def2-TZVPD" max_force_ev_per_a=1.420 homo_ev=-8.62 smiles="O=C(C[PH3]COC(F)(F)F)c1ccccc1.O=[N+]([O-])c1ccccc1" gap_ev=7.94
O -1.963 -3.520 -0.571 0.11 0.73 -0.07
C -2.204 -2.422 -0.109 -0.72 -0.52 0.16
C -3.579 -2.073 0.471 0.70 -0.14 -0.03
P -4.173 -0.426 -0.340 0.26 0.03 0.26
C -4.640 1.212 -1.255 0.26 -0.69 -0.32
O -5.862 1.806 -0.762 0.60 0.09 0.04
C -5.684 2.749 0.168 -0.88 0.15 0.46
F -6.827 2.868 0.861 0.19 0.02 -0.16
F -5.407 3.961 -0.342 0.21 -0.18 -0.09
F -4.710 2.463 1.057 0.06 -0.02 -0.20
C -1.200 -1.289 -0.104 -0.67 -1.25 0.12
C -0.842 -0.722 1.097 -0.29 -0.03 0.66
C 0.085 0.296 1.132 -0.37 -0.28 0.57
C 0.604 0.738 -0.056 0.55 1.05 -0.21
C 0.250 0.186 -1.262 0.01 -0.10 -0.49
C -0.652 -0.854 -1.284 0.08 -0.19 -0.82
H -4.286 -2.891 0.307 0.17 0.00 -0.14
H -3.432 -1.970 1.556 -0.24 0.26 -0.09
H -3.623 -0.899 -1.578 -0.14 0.19 0.05
H -3.413 0.311 0.604 -0.11 -0.02 -0.06
H -5.535 -0.678 -0.030 0.07 0.07 -0.02
H -3.786 1.897 -1.212 -0.21 0.12 0.05
H -4.785 0.930 -2.302 -0.36 0.29 0.08
H -1.302 -1.088 2.009 0.10 0.05 0.01
H 0.375 0.711 2.087 0.13 0.15 -0.12
H 1.302 1.555 -0.042 -0.05 0.12 -0.11
H 0.684 0.558 -2.182 -0.03 0.01 0.03
H -0.925 -1.333 -2.219 -0.01 0.00 0.06
O 2.939 -0.271 2.166 0.01 0.01 0.06
N 3.436 0.503 1.376 0.05 0.11 0.05
O 2.973 1.594 1.093 0.50 0.01 0.35
C 4.678 0.097 0.709 0.23 -0.10 -0.19
C 5.211 -1.151 0.980 0.00 -0.24 0.12
C 6.372 -1.542 0.332 0.04 0.12 -0.08
C 6.987 -0.684 -0.571 0.01 0.00 0.00
C 6.445 0.569 -0.825 0.02 -0.14 0.05
C 5.283 0.965 -0.182 0.01 0.22 -0.14
H 4.733 -1.819 1.681 -0.11 0.11 0.00
H 6.796 -2.517 0.529 -0.02 0.00 0.02
H 7.890 -0.994 -1.080 -0.01 0.01 0.01
H 6.927 1.236 -1.526 -0.02 0.02 0.01
H 4.861 1.939 -0.383 -0.11 -0.05 0.10


(2)
44
Properties=species:S:1:pos:R:3:forces:R:3 method="wB97M-V/def2-TZVPD" max_force_ev_per_a=1.249 homo_ev=-8.49 smiles="Cn1c(CC(=O)Nc2ccccc2F)nnc1SCC(=O)NC1=NCCS1" gap_ev=8.98
C -0.514 1.818 2.383 -0.32 0.24 0.40
N 0.017 1.098 1.259 0.43 -0.34 -0.64
C -0.254 -0.181 0.856 0.01 0.11 -0.18
C -1.185 -1.104 1.556 0.10 0.00 0.26
C -0.499 -1.649 2.804 -0.37 0.01 -0.20
O -0.450 -1.002 3.832 -0.01 0.22 0.20
N 0.047 -2.888 2.755 0.33 -0.45 0.59
C 0.128 -3.849 1.740 -0.06 -0.42 -0.30
C 0.378 -3.567 0.400 0.03 -0.12 0.17
C 0.463 -4.599 -0.521 -0.05 -0.03 -0.06
C 0.322 -5.919 -0.133 0.01 0.03 0.01
C 0.105 -6.224 1.201 0.00 0.12 0.16
C 0.014 -5.192 2.110 -0.03 0.10 -0.13
F -0.187 -5.480 3.419 0.02 0.09 -0.11
N 0.444 -0.468 -0.208 -0.67 -0.76 0.19
N 1.184 0.602 -0.536 0.57 0.79 -0.06
C 0.922 1.536 0.337 0.06 -0.14 -0.02
S 1.584 3.141 0.368 0.27 0.30 0.15
C 2.491 3.087 -1.214 0.11 -0.21 0.43
C 2.343 4.394 -1.941 0.02 -0.18 0.11
O 3.245 5.183 -2.078 0.20 0.08 0.04
N 1.106 4.687 -2.480 0.10 0.79 -0.32
C -0.037 3.946 -2.520 -1.12 -0.49 -0.25
N -0.236 2.835 -1.970 0.81 0.19 0.03
C -1.530 2.275 -2.164 -0.33 -0.11 -0.05
C -2.361 3.134 -3.151 -0.05 0.14 -0.20
S -1.391 4.638 -3.468 0.05 0.02 0.10
H -0.582 1.149 3.242 0.03 0.12 -0.07
H -1.504 2.215 2.148 0.05 0.05 0.04
H 0.154 2.646 2.615 -0.05 -0.02 0.05
H -2.065 -0.549 1.890 0.01 -0.17 0.04
H -1.481 -1.904 0.882 -0.04 0.12 -0.03
H 0.345 -3.219 3.668 -0.06 0.21 -0.15
H 0.531 -2.550 0.072 0.03 0.01 -0.01
H 0.655 -4.358 -1.555 0.02 0.03 -0.11
H 0.393 -6.714 -0.858 0.01 -0.08 -0.07
H 0.006 -7.241 1.544 -0.02 -0.09 0.07
H 2.055 2.252 -1.762 0.09 0.05 -0.06
H 3.545 2.919 -0.997 -0.12 0.06 -0.17
H 1.073 5.579 -2.962 0.16 -0.17 0.13
H -1.408 1.254 -2.537 -0.15 0.04 0.06
H -2.025 2.216 -1.188 -0.05 -0.06 -0.09
H -3.325 3.425 -2.737 0.01 -0.06 -0.04
H -2.516 2.629 -4.104 -0.05 -0.01 0.08


(3)
34
Properties=species:S:1:pos:R:3:forces:R:3 method="wB97M-V/def2-TZVPD" max_force_ev_per_a=5.678 homo_ev=-7.90 smiles=Cc1c[nH]c2ccccc12.Cc1ccccc1 e_above_lowest_kj_mol=349.9 gap_ev=8.64
C 4.804 0.772 2.373 1.23 -3.43 3.82
C 3.366 0.545 2.452 -3.09 2.26 -0.94
C 2.641 -0.499 2.918 -0.46 0.98 -0.79
N 1.289 -0.378 2.732 0.31 4.98 -1.41
C 0.996 0.873 2.093 1.59 1.90 1.40
C -0.264 1.667 1.846 1.17 -3.26 0.62
C -0.139 2.887 1.235 -0.93 -0.96 0.23
C 1.107 3.396 0.921 0.07 2.06 -0.54
C 2.277 2.769 1.264 2.89 1.51 -0.12
C 2.343 1.536 2.001 -2.69 -1.25 -1.86
H 5.268 -0.052 1.806 0.07 0.70 -0.18
H 5.215 0.561 3.491 -0.48 0.85 -2.44
H 5.063 1.726 2.061 0.60 1.61 -0.64
H 2.987 -1.221 3.556 0.86 -2.17 0.98
H 0.575 -1.001 2.697 -1.76 -2.79 0.52
H -1.297 1.234 2.068 1.69 0.52 -0.30
H -1.071 3.374 0.971 0.24 0.35 0.05
H 1.131 4.442 0.462 0.19 -1.72 0.50
H 3.191 3.463 0.933 -1.52 -2.15 1.09
C -4.198 -0.896 -1.085 0.68 0.46 -5.62
C -3.134 -1.561 -1.936 2.83 -0.49 -2.84
C -2.144 -0.699 -2.642 -2.40 -3.73 0.88
C -1.251 -1.155 -3.585 -0.98 2.87 1.54
C -1.209 -2.488 -3.747 2.70 -2.99 -2.05
C -2.064 -3.420 -3.236 -2.38 1.81 2.13
C -3.077 -2.917 -2.301 1.16 0.82 -0.26
H -4.520 -0.089 -1.808 -0.02 -0.42 0.95
H -3.700 -0.411 -0.358 0.75 1.25 3.43
H -5.042 -1.500 -1.035 -1.30 -1.10 1.34
H -2.341 0.251 -2.386 0.11 3.73 0.32
H -0.662 -0.422 -4.156 0.03 -0.68 0.42
H -0.304 -2.845 -4.293 -1.06 -0.05 -0.14
H -2.073 -4.432 -3.579 0.25 -0.48 0.23
H -3.764 -3.510 -1.734 -0.35 -0.98 -0.31


(4)
34
Properties=species:S:1:pos:R:3:forces:R:3 method="wB97M-V/def2-TZVPD" max_force_ev_per_a=2.284 homo_ev=-7.83 smiles=Cc1c[nH]c2ccccc12.Cc1ccccc1 e_above_lowest_kj_mol=141.2 gap_ev=8.69
C -0.879 -3.187 0.917 -0.47 0.78 0.42
C 0.292 -2.552 0.247 -0.25 0.77 -0.23
C 1.530 -2.251 0.693 0.76 0.32 -0.83
N 2.198 -1.395 -0.218 -0.27 -0.93 0.85
C 1.319 -1.027 -1.197 -1.56 -0.85 0.61
C 1.372 -0.090 -2.201 0.65 1.36 -1.71
C 0.207 0.444 -2.765 0.59 -1.27 0.65
C -0.986 -0.155 -2.397 -1.22 -0.05 -0.51
C -1.065 -1.236 -1.522 -0.11 -0.24 -1.43
C 0.080 -1.724 -0.927 1.40 1.08 0.64
H -1.254 -2.510 1.712 0.03 -0.15 -0.44
H -0.727 -4.127 1.440 0.17 -0.30 -0.45
H -1.653 -3.228 0.137 -0.02 -0.55 0.59
H 1.994 -2.510 1.626 0.23 -0.17 0.03
H 3.119 -1.028 -0.055 -0.11 0.03 -0.16
H 2.282 0.213 -2.719 0.27 0.18 0.86
H 0.254 1.239 -3.506 0.01 -0.27 0.13
H -1.904 0.182 -2.889 0.22 -0.06 0.32
H -2.013 -1.755 -1.446 -0.07 0.11 0.31
C -2.568 1.048 0.216 -0.93 -0.51 -0.29
C -1.354 1.596 0.940 -0.90 0.22 -0.19
C -0.965 1.259 2.243 0.57 -0.71 -1.59
C 0.312 1.635 2.646 0.56 -0.01 0.43
C 1.093 2.520 1.909 -0.77 -0.14 -0.69
C 0.618 2.960 0.658 1.12 -0.25 0.82
C -0.544 2.404 0.156 0.48 0.32 -0.25
H -3.525 0.861 0.698 0.32 -0.02 1.39
H -2.323 0.052 -0.206 -0.16 0.97 -0.10
H -2.986 1.755 -0.527 1.04 -0.41 -0.27
H -1.482 0.400 2.646 -0.18 0.29 0.77
H 0.812 1.174 3.495 -0.48 0.07 0.18
H 2.110 2.720 2.222 -0.13 0.31 0.09
H 1.271 3.633 0.093 -0.43 -0.35 -0.12
H -0.726 2.458 -0.913 -0.38 0.44 0.18


(5)
34
Properties=species:S:1:pos:R:3:forces:R:3 method="wB97M-V/def2-TZVPD" max_force_ev_per_a=3.577 homo_ev=-7.85 smiles=Cc1c[nH]c2ccccc12.Cc1ccccc1 e_above_lowest_kj_mol=154.9 gap_ev=8.69
C 2.483 1.589 1.181 0.51 -0.27 -1.00
C 1.726 0.330 1.495 0.44 0.53 -0.77
C 2.104 -0.944 1.175 -0.27 -0.62 -0.21
N 1.094 -1.847 1.478 -0.79 0.92 0.35
C 0.038 -1.117 1.977 -1.10 1.45 -0.59
C -1.335 -1.436 2.090 0.62 -2.11 -0.37
C -2.321 -0.546 2.425 1.98 1.77 1.68
C -1.875 0.811 2.758 -1.19 -3.10 -1.34
C -0.599 1.141 2.411 1.20 2.39 1.21
C 0.405 0.249 2.010 -1.17 -1.91 0.02
H 2.224 2.418 1.836 0.49 -0.16 0.37
H 2.374 2.008 0.166 -0.86 -0.41 0.08
H 3.541 1.321 1.103 0.15 0.44 0.89
H 2.903 -1.337 0.564 0.45 0.34 0.39
H 1.113 -2.847 1.506 0.34 -0.13 -0.27
H -1.507 -2.486 1.835 -0.64 0.13 0.31
H -3.295 -0.793 2.813 -0.29 -0.51 -0.70
H -2.714 1.330 3.195 0.69 1.19 0.02
H -0.193 2.136 2.627 -0.58 0.06 -0.20
C -2.230 1.436 -1.971 -0.86 1.01 1.48
C -0.976 0.682 -2.295 -1.05 -0.01 -1.51
C -0.166 1.274 -3.315 -1.07 -1.85 1.63
C 0.909 0.525 -3.750 1.21 0.86 -0.07
C 1.209 -0.701 -3.177 -0.34 -0.27 0.17
C 0.350 -1.294 -2.273 0.04 0.13 1.02
C -0.799 -0.619 -1.826 1.24 0.79 -0.80
H -3.195 1.110 -2.367 0.42 -0.44 -0.73
H -2.119 2.488 -2.244 -0.06 -0.06 -0.09
H -2.507 1.465 -0.901 0.68 -0.14 -0.09
H -0.589 2.200 -3.670 0.80 0.29 -0.44
H 1.698 0.923 -4.383 -0.47 0.19 -0.37
H 2.136 -1.211 -3.404 -0.03 0.09 -0.20
H 0.726 -2.188 -1.784 -0.53 -0.24 -0.15
H -1.525 -1.007 -1.134 0.07 -0.33 0.29


(6)
41
Properties=species:S:1:pos:R:3:forces:R:3 method="wB97M-V/def2-TZVPD" max_force_ev_per_a=0.782 homo_ev=-9.40 smiles="CC(C)c1ccccc1NC(=O)COC(=O)c1cc(=O)[nH]c(=O)[nH]1" e_above_lowest_kj_mol=62.8 gap_ev=9.38
C 1.714 -1.805 1.021 -0.11 0.11 -0.19
C 0.887 -2.501 -0.061 0.16 -0.02 0.10
C 1.550 -3.808 -0.504 -0.11 0.22 -0.09
C -0.518 -2.753 0.430 -0.08 0.14 -0.21
C -0.744 -3.667 1.456 -0.04 0.05 -0.02
C -2.018 -3.965 1.898 -0.02 -0.03 0.04
C -3.114 -3.355 1.313 -0.06 -0.02 -0.04
C -2.917 -2.430 0.307 0.05 0.03 -0.01
C -1.631 -2.121 -0.123 -0.07 -0.17 0.25
N -1.499 -1.149 -1.158 -0.19 -0.33 -0.08
C -0.890 0.041 -0.992 -0.09 0.40 -0.66
O -0.311 0.412 0.003 0.12 -0.10 0.27
C -0.953 0.956 -2.234 -0.16 -0.04 0.31
O -0.187 2.101 -1.920 0.21 0.02 -0.26
C -0.760 2.953 -1.055 -0.42 0.18 0.04
O -1.937 3.012 -0.834 0.26 0.04 -0.03
C 0.279 3.828 -0.429 -0.12 0.68 0.23
C 0.074 5.137 -0.177 -0.23 -0.45 -0.20
C 1.131 5.932 0.430 0.06 -0.26 -0.05
O 1.077 7.109 0.696 -0.08 0.22 0.03
N 2.287 5.199 0.697 0.25 0.26 0.19
C 2.515 3.861 0.477 -0.19 -0.06 -0.15
O 3.544 3.306 0.763 0.35 -0.19 0.13
N 1.454 3.209 -0.118 0.10 -0.32 -0.06
H 1.792 -2.428 1.908 0.05 -0.11 0.12
H 1.244 -0.864 1.295 0.03 0.04 0.08
H 2.717 -1.599 0.652 0.15 0.01 0.01
H 0.843 -1.841 -0.933 -0.02 -0.08 0.09
H 0.934 -4.321 -1.240 -0.01 -0.10 -0.07
H 1.705 -4.476 0.339 0.03 -0.11 0.10
H 2.519 -3.597 -0.950 0.12 -0.02 -0.03
H 0.099 -4.159 1.915 0.12 -0.06 0.04
H -2.158 -4.680 2.695 -0.01 -0.06 0.07
H -4.115 -3.588 1.643 -0.09 -0.02 0.03
H -3.760 -1.932 -0.150 -0.07 0.08 -0.02
H -2.099 -1.270 -1.961 0.13 0.09 0.01
H -0.486 0.487 -3.101 -0.05 0.04 0.10
H -1.991 1.232 -2.452 0.15 -0.10 -0.02
H -0.857 5.620 -0.420 -0.09 -0.01 -0.03
H 3.050 5.710 1.128 -0.12 -0.12 -0.08
H 1.530 2.207 -0.253 0.07 0.16 0.07